ORCA calculation (ωB97M-V/def2-TZVPD) on a structure of composition C4H11O3Pm at a distorted geometry.

As for the total charge: +1. As for the spin multiplicity: 6. The calculation puts the gap between HOMO and LUMO (alpha / beta) at 6.16 / 8.85 eV. The value obtained for the total energy is -27016.09870 eV.

CARTESIAN COORDINATES (ANGSTROEM)
O  -0.608  1.848  -0.319
C  -1.869  1.713  0.237
C  -2.029  0.355  0.908
O  -1.623  -0.639  -0.033
C  -1.637  -1.957  0.483
Pm  0.365  0.224  -1.341
H  -2.679  1.822  -0.516
H  -2.073  2.480  1.011
H  -3.070  0.167  1.217
H  -1.367  0.286  1.789
H  -2.655  -2.233  0.797
H  -1.307  -2.632  -0.315
H  -0.957  -2.043  1.345
O  1.913  -0.090  0.666
H  1.629  0.473  1.422
C  3.213  -0.642  0.833
H  3.136  -1.715  0.621
H  3.922  -0.189  0.125
H  3.567  -0.495  1.863